# 1
DFT (wB97M-V/def2-TZVPD) results for C3H13N5 as an isolated structure in a non-equilibrium geometry.

Energy relative to the best compared isomer or geometry (same formula, charge and spin) (kJ/mol): 447.6
Highest occupied orbital energy (spin up / spin down) (Ha): -0.274 / -0.274
Gap between HOMO and LUMO (spin up / spin down) (hartree): 0.3091 / 0.3091

```
21
Properties=species:S:1:pos:R:3:forces:R:3
C 0.683217 0.312771 0.457521 3.23 -1.68 0.93
C -0.331528 -1.515523 -0.793440 -0.14 0.14 -0.04
C 1.105180 1.132631 -0.745381 0.40 -0.01 0.15
N -0.301834 -0.646240 0.359413 -3.82 0.89 -0.04
N -1.735721 0.523687 0.367560 1.01 -1.23 -0.09
N 0.625402 1.057065 1.636124 0.64 -0.49 -0.61
N 2.074211 -0.946950 0.708134 -0.41 1.72 -0.45
N -2.609291 0.539855 -0.690134 0.37 -0.48 0.01
H -2.197507 0.045600 1.139662 0.12 0.07 -0.22
H 0.568464 2.059953 1.558792 -0.19 -0.36 0.43
H 0.376755 0.512837 2.450220 -0.18 0.69 -0.05
H 1.805138 -1.909236 0.910715 -0.80 0.20 -0.29
H 2.521691 -0.682767 1.585432 -0.13 0.52 -0.14
H -2.272060 1.106908 -1.457111 0.05 -0.10 0.12
H -2.966984 -0.358478 -1.009977 0.05 0.10 0.00
H -0.721672 -2.485184 -0.480839 0.00 -0.01 -0.14
H -0.964917 -1.133147 -1.606371 -0.15 0.10 0.06
H 0.649316 -1.653199 -1.247195 0.16 0.04 0.24
H 0.819589 0.692009 -1.695847 -0.05 -0.26 0.04
H 2.190836 1.212634 -0.729568 -0.03 0.07 -0.05
H 0.681714 2.134775 -0.717708 -0.15 0.08 0.15
```
Positions in Å, forces in eV/Å.

***

# 2
DFT (wB97M-V/def2-TZVPD) results for a 3-piece molecular cluster, C3H13NO2 overall in a non-equilibrium geometry.

Energy relative to the best compared isomer or geometry (same formula, charge and spin) (kJ/mol): 84.4
Highest occupied orbital energy (Ha): -0.337
Gap between HOMO and LUMO (hartree): 0.3683
SMILES: CN(C)C.O.O

```
19
Properties=species:S:1:pos:R:3:forces:R:3
C 0.398936 -0.649991 1.041855 0.93 -0.26 -0.66
N -0.884120 -0.288900 0.467980 -0.45 0.62 0.23
C -1.858127 -1.326976 0.761356 0.62 -0.32 0.54
C -1.361647 1.014553 1.005339 1.53 -1.08 -0.91
H 0.821833 -1.483947 0.466074 -0.27 -0.13 0.29
H 0.379041 -0.925057 2.105424 -0.20 0.11 0.02
H 1.149666 0.127019 0.871471 -0.31 0.18 0.20
H -2.811018 -1.156449 0.270125 -0.01 -0.06 -0.06
H -1.406022 -2.273066 0.503511 -0.19 -0.40 -0.72
H -1.994623 -1.471322 1.849791 -0.30 0.51 -0.02
H -2.056648 1.427671 0.285613 -0.91 -0.04 0.52
H -0.505677 1.677669 0.918333 0.09 0.23 0.48
H -1.645993 0.825697 2.040407 -0.54 0.74 0.06
O 2.944103 0.022888 -1.096530 0.05 0.00 -0.11
H 2.181065 0.315703 -1.621409 -0.01 0.05 0.17
H 3.669684 0.598671 -1.355599 -0.06 -0.04 0.00
O 0.330762 0.935850 -1.793230 -0.35 0.12 -0.16
H -0.247934 1.406039 -2.403958 0.19 -0.07 0.00
H -0.274907 0.448987 -1.191797 0.18 -0.17 0.11
```
Positions in Å, forces in eV/Å.

***

# 3
DFT (wB97M-V/def2-TZVPD) results for a 3-piece molecular cluster, C3H13NO2S overall in a non-equilibrium geometry.

Energy relative to the best compared isomer or geometry (same formula, charge and spin) (kJ/mol): 123.5
Highest occupied orbital energy (Ha): -0.317
Gap between HOMO and LUMO (hartree): 0.3426
SMILES: CNCCS.O.O

```
20
Properties=species:S:1:pos:R:3:forces:R:3
C -0.158645 0.450131 -1.614355 -0.82 1.14 -0.51
N -0.825679 0.783220 -0.351200 0.32 -0.73 -0.06
C -0.697599 -0.351918 0.573689 0.38 -0.53 -0.92
C -1.369440 -0.075794 1.928651 2.16 -0.26 -0.52
S -1.927152 -1.584943 2.737899 -1.41 0.16 0.03
H -0.688813 -0.347086 -2.137949 0.34 -0.48 0.46
H 0.918394 0.307169 -1.522341 0.08 -0.48 -0.03
H -0.313361 1.276111 -2.313695 0.23 0.26 0.16
H -0.362031 1.597958 0.030554 -0.01 0.07 0.13
H -1.033836 -1.244963 0.036728 -1.03 0.22 0.24
H 0.344479 -0.722994 0.661072 0.07 0.73 0.58
H -0.531155 0.177970 2.592781 -0.37 0.52 -0.03
H -1.997272 0.802541 1.798651 -0.60 -0.41 0.44
H -3.264742 -1.454100 2.496561 0.63 -0.18 0.04
O 0.576705 -3.307656 0.359684 0.24 -0.04 -0.12
H 1.436925 -3.514916 -0.022767 -0.06 0.07 -0.01
H 0.303232 -4.129136 0.774028 -0.15 -0.06 0.11
O 2.968761 3.565171 -2.246590 -0.68 -0.85 0.42
H 3.074689 3.508159 -1.293389 -0.09 -0.12 0.08
H 3.546541 4.265074 -2.488010 0.77 0.96 -0.50
```
Positions in Å, forces in eV/Å.

***

# 4
DFT (wB97M-V/def2-TZVPD) results for a 4-piece molecular cluster, C3H13NO3 overall in a non-equilibrium geometry.

Energy relative to the best compared isomer or geometry (same formula, charge and spin) (kJ/mol): 122.2
Highest occupied orbital energy (Ha): -0.269
Gap between HOMO and LUMO (hartree): 0.2710
SMILES: C/C=C/N.O.O.O

```
20
Properties=species:S:1:pos:R:3:forces:R:3
C -2.587785 3.796386 0.113307 1.16 1.07 -0.20
C -1.420127 2.833221 0.017565 -0.40 -1.26 0.53
C -1.517245 1.698963 0.733522 -0.84 0.68 -0.24
N -0.664108 0.643406 0.858118 0.97 0.03 0.02
H -2.587027 4.263514 1.101701 -0.41 -0.21 0.11
H -2.425476 4.661334 -0.538020 -0.13 -0.21 -0.22
H -3.556391 3.368748 -0.133214 0.00 -0.12 0.11
H -0.552073 2.955730 -0.616325 -0.07 0.45 -0.17
H -2.430468 1.618893 1.315796 0.00 -0.32 0.15
H -0.973051 -0.283235 1.098677 -0.16 0.20 -0.15
H 0.186904 0.685007 0.318900 -0.14 -0.18 0.00
O 5.497433 -1.131152 -1.662379 -0.37 -0.52 0.33
H 5.031401 -1.307332 -0.831162 0.19 0.34 -0.11
H 5.330878 -1.957614 -2.133016 0.16 0.18 -0.22
O 1.959562 -4.339607 -0.759510 -0.12 -0.25 -0.09
H 1.838283 -5.104943 -1.335874 0.11 0.14 0.07
H 1.117168 -4.262460 -0.300558 0.05 0.15 -0.01
O -0.731511 -2.324093 0.808884 -0.10 -0.54 -0.17
H -0.280064 -2.767824 1.527306 0.27 0.10 0.42
H -1.236303 -3.046934 0.416276 -0.18 0.29 -0.15
```
Positions in Å, forces in eV/Å.

***

# 5
DFT (wB97M-V/def2-TZVPD) results for a 4-piece molecular cluster, C3H13NO3 overall in a non-equilibrium geometry.

Energy relative to the best compared isomer or geometry (same formula, charge and spin) (kJ/mol): 256.1
Highest occupied orbital energy (Ha): -0.365
Gap between HOMO and LUMO (hartree): 0.3816
SMILES: C=NCC.O.O.O

```
20
Properties=species:S:1:pos:R:3:forces:R:3
C 1.246974 1.432469 0.796816 -1.38 -4.65 -1.63
N 0.289996 0.590828 0.345237 2.94 4.99 1.49
C -0.505375 0.020908 1.350452 -1.78 -4.60 0.61
C -1.736966 0.667748 1.978233 1.96 1.87 -0.21
H 1.615456 1.376429 1.853433 -0.76 0.64 -0.67
H 1.973349 1.639394 0.011339 -0.14 0.95 0.25
H -0.781612 -0.976613 0.852814 -0.02 1.09 1.11
H -0.007734 -0.238745 2.265193 1.38 -0.42 0.25
H -2.316458 0.083313 2.680127 0.09 -0.48 -0.27
H -1.253456 1.495786 2.546182 -0.88 -0.11 -0.15
H -2.281540 1.088426 1.183312 -1.44 0.65 -0.67
O 0.426039 -2.999077 -0.031223 -0.49 -3.54 2.73
H 0.606547 -2.233498 -0.466627 0.69 3.25 -2.44
H -0.299144 -3.461277 -0.443074 -0.15 0.14 -0.36
O -0.149322 1.792229 -2.475087 -2.04 -0.07 0.63
H -1.083325 1.708545 -2.077373 2.33 0.04 -0.88
H -0.038767 1.005758 -3.022071 -0.22 0.11 0.10
O 1.559569 -1.318470 -2.256189 -0.67 -0.18 -2.04
H 1.505464 -0.436927 -1.885146 -0.14 0.46 0.14
H 1.230306 -1.237225 -3.206347 0.73 -0.14 2.01
```
Positions in Å, forces in eV/Å.

***

# 6
DFT (wB97M-V/def2-TZVPD) results for a 3-piece molecular cluster, C3H13NO3 overall in a non-equilibrium geometry.

Energy relative to the best compared isomer or geometry (same formula, charge and spin) (kJ/mol): 256.4
Highest occupied orbital energy (Ha): -0.329
Gap between HOMO and LUMO (hartree): 0.3532
SMILES: CNCCO.O.O

```
20
Properties=species:S:1:pos:R:3:forces:R:3
C 1.519003 0.421481 -2.340078 -1.68 0.27 -1.12
N 0.526976 0.154364 -1.286132 -1.96 0.75 -1.26
C 1.013268 -0.208120 0.044428 2.66 -0.74 -0.24
C 0.219479 -1.276859 0.861647 -4.03 1.71 -2.33
O -1.030450 -1.650439 0.064896 2.15 1.24 -0.91
H 2.118773 -0.428552 -2.309469 1.30 -1.60 -0.63
H 2.181253 1.231496 -2.135819 0.33 1.09 0.27
H 1.102069 0.578947 -3.440826 0.43 -0.50 2.56
H -0.374768 0.645252 -1.522540 1.52 -0.48 1.46
H 1.998199 -0.756714 -0.212410 -1.13 1.13 0.44
H 1.296057 0.651624 0.731636 -0.44 -0.77 -0.88
H 0.683360 -2.188805 1.145985 0.78 -0.41 0.21
H -0.284637 -0.731363 1.639022 0.52 -0.21 1.13
H -0.861540 -1.107052 -0.776756 -0.46 -1.48 1.32
O -4.368834 -4.039012 3.576885 0.68 1.28 -1.15
H -4.033575 -3.301773 2.994054 -0.41 -1.30 0.78
H -4.888515 -3.558353 4.219513 -0.26 0.02 0.35
O 0.988740 4.956852 -0.211243 -1.03 -1.46 -0.31
H 0.640477 4.944643 -1.133218 1.04 0.92 1.25
H 1.554664 5.662383 0.090424 -0.01 0.53 -0.94
```
Positions in Å, forces in eV/Å.